(1)
Below is a molecular structure, C24H44CdCl3N2O4Si at a distorted geometry, with properties calculated with ωB97M-V/def2-TZVPD.

Last column: Mulliken charge in e.
Cartesian coordinates (Å):
C1 -3.0786 -2.6055 -4.4889  -1.709
C2 -2.7630 -1.2470 -3.8960  0.221
H1 -3.9479 -2.5579 -5.1503  0.451
H2 -3.3308 -3.3419 -3.7241  0.296
H3 -2.2375 -2.9994 -5.0648  0.334
C3 -3.6329 -0.2199 -4.0669  0.481
C4 -4.8404 -0.2402 -4.9344  -1.739
H4 -3.4542 0.7197 -3.5527  0.277
H5 -5.6316 -0.9045 -4.5845  0.356
H6 -4.6208 -0.5308 -5.9648  0.385
H7 -5.2632 0.7593 -4.9782  0.379
Cd1 1.4548 -0.1314 2.2104  1.239
Cl1 3.3659 0.0922 0.6336  -0.775
Cl2 1.9725 -2.1019 3.5298  -0.754
H8 5.6261 0.1781 5.8115  0.307
H9 7.1956 -0.6319 2.6017  0.259
C5 5.3145 -0.5615 5.0709  -0.960
C6 6.1244 -0.8926 2.7437  -0.847
N1 5.4633 -0.0505 3.7181  0.194
H10 4.2807 -0.8496 5.2727  0.293
C7 4.6268 0.9451 3.3044  -0.239
O1 3.5834 1.2521 3.8112  -0.618
H11 5.6111 -0.8001 1.7694  0.254
H12 4.9670 1.4807 2.4145  0.533
H13 5.9469 -1.4431 5.1888  0.391
H14 6.0961 -1.9430 3.0662  0.357
H15 -2.8283 -1.9362 2.5990  0.139
H16 -3.7917 -0.6905 0.7882  0.254
C8 -2.8179 -1.0631 3.2772  -0.735
C9 -3.8910 0.1888 1.4211  -0.889
N2 -2.8965 0.1689 2.4835  0.193
H17 -1.8897 -1.0598 3.8640  0.287
C10 -1.8538 1.0274 2.4281  0.329
O2 -0.7615 0.8917 3.0709  -0.715
H18 -3.7856 1.0800 0.7966  0.291
H19 -2.0052 1.8795 1.7584  0.101
H20 -3.6794 -1.1626 3.9533  0.306
H21 -4.9081 0.1967 1.8279  0.327
O3 -1.1890 -1.7679 -1.8978  -0.318
C11 -1.3793 -1.0425 -3.2006  0.219
C12 -1.6644 1.0058 -1.7633  -0.112
C13 -1.0639 0.4212 -2.8751  0.549
H22 -2.2102 0.3837 -1.0679  0.183
C14 -1.5456 2.3775 -1.5418  -0.047
H23 -0.6624 -1.4470 -3.9621  0.304
C15 -0.2011 1.1788 -3.6537  -0.707
H24 -2.0025 2.8152 -0.6672  0.195
C16 -0.8624 3.1753 -2.4499  -0.781
C17 -0.1494 2.5591 -3.4982  -0.626
H25 0.3862 0.6552 -4.3938  0.420
H26 -0.8606 4.2604 -2.3360  0.367
H27 0.4409 3.1753 -4.1716  0.373
Si1 -0.3653 -2.8079 -0.8348  0.793
Cl3 -0.1040 -0.5319 0.5030  -0.191
C18 -0.6499 -3.8365 0.8628  -1.131
C19 1.5381 -2.8776 -0.8460  -1.108
C20 -0.9797 -3.9794 -2.1572  -1.026
H28 -0.0532 -3.4832 1.6894  0.220
H29 -0.3644 -4.8942 0.7565  0.366
H30 -1.6797 -3.8807 1.2242  0.294
H31 -2.0020 -3.7139 -2.3871  -0.161
H32 -0.9285 -5.0062 -1.8551  0.522
H33 -0.3727 -3.8051 -3.0338  0.249
H34 1.8595 -2.2118 -1.6490  0.271
H35 1.8620 -3.8927 -1.0875  0.384
H36 2.0741 -2.5764 0.0571  0.251
C21 2.5517 3.6759 1.0327  0.139
C22 1.8085 4.2980 2.2346  -0.510
C23 0.3148 3.9636 2.0042  -0.402
O4 0.1451 3.3774 0.6930  -0.115
C24 1.4469 3.1719 0.0881  -0.311
H37 3.1725 4.4012 0.5039  0.437
H38 3.1614 2.8346 1.3534  -0.493
H39 1.9496 5.3891 2.2848  0.239
H40 2.1604 3.8382 3.1664  0.263
H41 -0.0246 3.2164 2.7413  0.080
H42 -0.3231 4.8570 2.1102  0.329
H43 1.4842 3.7304 -0.8545  0.255
H44 1.5630 2.0980 -0.1310  0.087

Atoms 1-2, force components in eV/Å:
0.030 0.233 -0.108
-0.420 0.748 0.509

energy above the lowest of the compared OMol25 structures with the same formula, charge and spin: 1.3118 eV
DFT total energy: -3189.313176 a.u.
total charge: -1
frontier orbital gap: 8.01 eV
LUMO level: 2.6 eV
HOMO energy: -5.4 eV

(2)
Below is a single C3H5F molecule at a distorted geometry, with properties calculated with ωB97M-V/def2-TZVPD.

Last column: Mulliken charge in e.
Cartesian coordinates (Å):
C1 -1.6165 -0.4070 -0.0348  -0.872
C2 -0.5180 0.5757 -0.0160  -0.148
C3 0.7207 0.5771 -0.1012  -0.019
F1 1.4902 -0.6011 0.0113  -0.258
H1 -1.3486 -1.3877 0.4760  0.260
H2 -2.0580 -0.5194 -1.0109  0.285
H3 -2.0527 0.0242 0.9799  0.272
H4 -1.1340 1.4911 0.0489  0.255
H5 1.6640 1.3272 0.3171  0.224

Atoms 1-2, force components in eV/Å:
1.051 -1.873 4.780
-5.939 1.904 -0.905

energy above the lowest of the compared OMol25 structures with the same formula, charge and spin: 2.2097 eV
DFT total energy: -217.056972 a.u.
SMILES string: C/C=C\F
total charge: 0
frontier orbital gap: 11.06 eV
LUMO level: 0.9 eV
HOMO energy: -10.2 eV

(3)
Below is a single C3H8OS molecule at a distorted geometry, with properties calculated with ωB97M-V/def2-TZVPD.

Last column: Mulliken charge in e.
Cartesian coordinates (Å):
C1 1.5935 -0.3536 -0.0930  -1.148
C2 0.1407 0.2515 -0.3810  0.472
S1 -0.3325 1.8920 -0.1212  -0.356
C3 -0.9299 -0.6302 0.1748  -0.564
O1 -2.3265 -0.2077 -0.2597  -0.491
H1 1.7706 -1.3610 -0.6634  0.293
H2 2.3272 0.2529 -0.5008  0.413
H3 2.0220 -0.4174 0.9714  0.302
H4 -0.0638 0.1132 -1.4007  0.135
H5 0.0058 2.2759 1.1165  0.144
H6 -0.8186 -1.7681 -0.1701  0.250
H7 -1.0630 -0.8495 1.3509  0.236
H8 -2.3256 0.8021 -0.0236  0.315

Atoms 1-2, force components in eV/Å:
-0.516 -1.538 0.511
1.508 -2.889 2.240

energy above the lowest of the compared OMol25 structures with the same formula, charge and spin: 1.5829 eV
DFT total energy: -592.459880 a.u.
SMILES string: C[C@H](S)CO
total charge: 0
frontier orbital gap: 10.33 eV
LUMO level: 0.7 eV
HOMO energy: -9.6 eV

(4)
Below is a molecular structure, C9H14NO3 at a distorted geometry, with properties calculated with ωB97M-V/def2-TZVPD.

Last column: Mulliken charge in e.
Cartesian coordinates (Å):
C1 -3.6233 0.4412 -0.3456  -0.066
C2 -2.5232 0.4067 -1.2185  -1.201
C3 -3.1239 0.2180 0.9093  -0.754
C4 -1.3992 0.1564 -0.4491  0.550
C5 2.2367 -0.8502 -0.0077  -0.596
C6 2.7912 0.5760 0.2105  -0.411
C7 0.0494 0.0519 -0.6874  -0.297
C8 0.8599 1.7363 -0.2738  -0.156
C9 0.3305 -2.2112 0.1349  -0.829
N1 0.7462 -0.8450 0.3012  -0.073
O1 -1.8004 0.1169 0.8469  -0.317
O2 2.1860 1.5250 -0.5284  -0.340
O3 0.4501 1.8596 1.0822  -0.524
H1 -4.6715 0.5213 -0.5382  0.470
H2 -2.5414 0.4907 -2.2749  0.502
H3 -3.5848 0.3162 1.7978  0.564
H4 2.3632 -1.2058 -1.0329  0.422
H5 2.6320 -1.6405 0.6001  0.386
H6 2.8218 0.8264 1.3338  0.301
H7 3.8129 0.5405 -0.1896  0.372
H8 0.4373 -0.1286 -1.6489  0.596
H9 0.3796 2.4653 -0.9182  0.527
H10 -0.5895 -2.2455 0.7742  0.347
H11 0.0730 -2.4262 -1.0070  0.284
H12 1.0581 -2.8836 0.4961  0.443
H13 0.5988 -0.5482 1.2744  0.451
H14 0.0305 2.7363 1.3588  0.351

Atoms 1-2, force components in eV/Å:
1.068 -0.144 -3.176
-4.730 0.905 -1.064

DFT total energy: -631.342634 a.u.
total charge: +1
frontier orbital gap (spin up / spin down): 5.69 / 7.94 eV
multiplicity: 3
LUMO level (spin up / spin down): -2.5 / -5.5 eV
HOMO energy (spin up / spin down): -8.2 / -13.4 eV

(5)
Below is a molecular structure, C17H18N3O7P2Sr at a distorted geometry, with properties calculated with ωB97M-V/def2-TZVPD.

Last column: Mulliken charge in e.
Cartesian coordinates (Å):
Sr1 0.0136 0.1103 -0.5207  2.426
C1 3.3684 1.5206 2.4490  -1.149
C2 3.1290 1.0192 3.7141  -0.507
C3 2.0409 0.1824 3.9028  -0.795
C4 1.2067 -0.1120 2.8209  0.338
N1 1.4332 0.4031 1.6085  0.116
C5 2.4926 1.1716 1.4281  -0.283
C6 0.0608 -1.0427 2.9300  0.950
C7 -0.2462 -1.6835 4.1363  -0.824
C8 -1.2857 -2.5940 4.1686  -0.928
C9 -1.9978 -2.8393 3.0076  -0.759
C10 -1.6511 -2.1554 1.8357  0.833
N2 -0.6425 -1.2799 1.8193  0.002
C11 -2.3824 -2.3694 0.5634  0.443
C12 -3.4385 -3.2794 0.4628  -0.727
C13 -4.0905 -3.4401 -0.7477  -0.528
C14 -3.6832 -2.6728 -1.8243  -0.963
C15 -2.6318 -1.7845 -1.6395  -0.166
N3 -1.9895 -1.6393 -0.4896  0.071
H1 4.2153 2.1573 2.2504  0.433
H2 3.7796 1.2567 4.5404  0.461
H3 1.8680 -0.2298 4.8823  0.338
H4 2.6669 1.5063 0.4217  0.606
H5 0.3180 -1.4840 5.0315  0.346
H6 -1.5330 -3.1098 5.0858  0.446
H7 -2.8038 -3.5534 3.0267  0.346
H8 -3.7596 -3.8641 1.3079  0.325
H9 -4.9003 -4.1451 -0.8396  0.464
H10 -4.1667 -2.7611 -2.7830  0.412
H11 -2.3049 -1.1572 -2.4551  0.548
C16 2.1716 2.8305 -3.6118  -1.930
C17 0.9380 2.0461 -3.2416  1.615
O1 -0.0670 2.0166 -4.2264  -0.623
P1 0.1506 2.6937 -1.7275  0.640
O2 -0.4202 4.0940 -2.2548  -0.564
O3 1.2081 3.1081 -0.5998  -0.403
O4 -0.9162 1.9061 -1.0826  -1.007
P2 1.4983 0.3277 -2.8601  0.354
O5 0.0684 -0.5013 -2.8708  -0.617
O6 1.8671 0.4046 -1.4063  -0.735
O7 2.4197 -0.1989 -3.8675  -0.829
H12 1.9704 3.8984 -3.7187  0.498
H13 2.5759 2.4382 -4.5464  0.420
H14 2.9299 2.6647 -2.8460  0.505
H15 -0.0540 2.8427 -4.7281  0.389
H16 -1.2306 4.3550 -1.8121  0.353
H17 1.8935 3.7035 -0.9077  0.338
H18 -0.0890 -0.7604 -3.7862  0.321

Atoms 1-2, force components in eV/Å:
-3.116 -5.441 5.410
-0.111 -0.085 -0.036

energy above the lowest of the compared OMol25 structures with the same formula, charge and spin: 2.1567 eV
DFT total energy: -2063.120559 a.u.
total charge: +1
frontier orbital gap: 8.67 eV
LUMO level: -3.0 eV
HOMO energy: -11.7 eV

(6)
Below is a gas-phase ion, C3H14IN2P2 (charge -1), with properties calculated with ωB97M-V/def2-TZVPD.

Last column: Mulliken charge in e.
Cartesian coordinates (Å):
C1 2.7391 -0.7119 0.0920  -1.075
C2 1.6841 -0.1544 -0.8784  -0.352
C3 1.0543 1.1889 -0.4696  -0.716
N1 -0.3968 1.1425 -0.5036  -0.526
P1 -1.0639 0.4549 1.0320  -0.377
I1 -3.2515 2.4005 0.7415  -0.608
P2 -2.4465 -0.9397 -0.1241  0.266
N2 -2.0142 -2.4586 -0.0987  -0.747
H1 3.6836 -0.9375 -0.4079  0.320
H2 2.9492 -0.0011 0.8949  0.315
H3 2.3954 -1.6381 0.5583  0.270
H4 0.8728 -0.8709 -1.0251  0.223
H5 2.1387 -0.0392 -1.8678  0.403
H6 1.4337 1.4654 0.5348  0.344
H7 1.3914 1.9926 -1.1309  0.363
H8 -0.7954 2.0681 -0.6081  0.276
H9 -1.7980 0.0171 2.1984  0.157
H10 -0.4083 1.4832 1.7804  0.120
H11 -0.0754 -0.5539 1.1023  0.020
H12 -3.6704 -0.7070 0.5432  0.052
H13 -2.7332 -0.3647 -1.3862  0.064
H14 -1.6887 -2.8364 -0.9773  0.209

Atoms 1-2, force components in eV/Å:
-0.077 -0.098 0.025
0.167 -0.020 -0.348

DFT total energy: -1212.593962 a.u.
total charge: -1
frontier orbital gap: 7.39 eV
LUMO level: 3.4 eV
HOMO energy: -4.0 eV